20
Properties=species:S:1:pos:R:3:forces:R:3 method="wB97M-V/def2-TZVPD" de_lowest_kcal_mol=192.96 lumo_energy_ev=-4.084 charge=0 total_energy_ev=-17712.8833 orbital_gap_ev=3.4
C -1.157 0.254 1.522 0.6 -1.4 2.4
N 0.166 0.340 2.108 -2.9 0.0 0.7
C 1.782 1.937 -0.636 -1.7 -0.6 -1.2
C 1.341 2.613 0.435 0.4 1.1 -0.3
S -0.577 -1.816 -1.914 0.0 0.2 0.2
C 1.331 0.460 -0.707 1.9 0.4 0.7
C -1.794 -1.147 1.371 0.2 -0.8 0.5
H -0.613 0.515 0.610 -0.3 0.3 -2.0
H -1.916 0.999 1.791 0.8 0.6 -0.2
H 0.368 -0.643 2.273 0.8 -0.4 -0.3
H 2.161 2.381 -1.614 -0.8 -0.3 1.5
H 1.200 2.028 1.382 -0.4 1.1 -1.1
H 1.101 3.715 0.338 0.9 -1.2 0.7
H -1.248 -2.710 -2.645 -0.1 -0.1 0.0
H 1.482 0.091 0.331 -0.1 -0.3 -0.3
H 1.961 -0.122 -1.375 -0.1 -0.2 0.0
H 0.272 0.254 -0.937 0.4 0.6 -0.3
H -2.569 -1.572 2.130 1.5 1.3 -1.0
H -0.937 -1.849 1.291 -0.7 0.1 0.1
H -2.220 -1.125 0.378 -0.5 -0.3 -0.1

***

71
Properties=species:S:1:pos:R:3:forces:R:3 method="wB97M-V/def2-TZVPD" lumo_energy_ev=0.343 charge=0 total_energy_ev=-82508.0026 smiles="CCCN[C@@]1(N)OS(=O)(=O)[C@](N)([PH2]=O)[C@](Cl)(P(=N)(O)O)[C@H]1O.CCOCC.CCOCC" orbital_gap_ev=9.5
C -2.737 -3.061 1.943 1.0 0.3 0.7
C -1.466 -2.125 1.923 -0.4 -0.1 0.5
C -1.839 -0.588 1.681 0.4 -2.4 0.3
N -1.656 0.114 2.973 0.7 0.4 0.0
C -0.492 1.044 2.944 -2.4 -0.2 -1.9
N -0.778 2.106 1.977 1.5 -0.4 0.7
O -0.499 1.630 4.277 2.0 0.6 -0.7
S 0.616 2.844 4.420 -0.8 4.7 3.8
O 0.212 4.145 3.837 0.7 -3.0 -0.4
O 0.809 3.045 5.888 -0.4 -1.7 -3.0
C 2.264 2.240 3.796 0.1 -1.9 0.1
N 2.829 1.447 4.900 -0.2 1.2 -0.8
P 3.501 3.657 3.540 3.2 -0.1 0.7
O 4.926 3.136 3.376 -2.6 0.6 -0.1
C 2.133 1.218 2.542 0.5 -0.8 -0.1
Cl 3.559 0.061 2.695 -0.7 0.6 -0.9
P 2.362 2.022 0.857 0.1 2.2 -1.7
N 1.648 3.426 0.682 0.8 -1.3 1.1
O 1.790 0.988 -0.337 1.6 0.8 1.9
O 4.003 2.223 0.588 -2.3 -1.4 0.1
C 0.827 0.282 2.610 1.0 -0.2 0.4
O 1.082 -0.758 3.549 -0.7 0.7 -0.2
H -3.536 -2.514 2.502 0.4 -0.5 -0.7
H -3.051 -3.386 0.931 0.0 0.3 0.7
H -2.479 -3.938 2.589 -0.3 0.5 -0.8
H -1.022 -2.199 2.947 -0.2 0.3 -0.9
H -0.677 -2.489 1.225 -0.7 0.2 0.3
H -1.166 -0.246 0.866 -0.8 0.3 0.4
H -2.915 -0.607 1.382 0.9 0.6 0.1
H -2.468 0.704 3.146 0.2 -0.1 0.1
H -0.535 1.844 1.029 -0.2 0.2 0.1
H -1.727 2.448 2.061 0.1 -0.1 -0.1
H 3.341 2.041 5.545 -0.3 -0.2 0.2
H 2.106 0.906 5.360 0.3 0.1 0.2
H 3.477 4.377 4.783 -0.8 -0.3 -0.5
H 3.089 4.573 2.537 -0.4 -0.5 0.4
H 1.151 3.650 1.551 -0.2 0.3 -0.5
H 2.166 1.358 -1.157 -0.1 -0.3 -0.1
H 4.192 3.169 0.551 -0.2 0.1 0.0
H 0.794 -0.236 1.621 -0.3 0.6 0.7
H 0.688 -0.528 4.400 -0.2 -0.1 -0.1
C 5.576 -0.192 -4.890 0.0 0.1 0.0
C 4.237 -0.253 -4.176 0.1 -0.1 -0.1
O 3.755 1.015 -3.759 -0.1 0.1 0.3
C 3.535 1.972 -4.784 0.0 0.0 -0.1
C 2.518 1.530 -5.823 0.0 -0.1 0.0
H 6.328 0.276 -4.250 0.0 -0.1 0.0
H 5.913 -1.196 -5.151 0.0 0.0 0.0
H 5.522 0.392 -5.810 0.0 -0.1 0.0
H 4.347 -0.851 -3.270 -0.1 0.2 0.1
H 3.487 -0.761 -4.792 0.0 0.0 -0.1
H 4.484 2.246 -5.256 0.0 0.0 -0.1
H 3.166 2.872 -4.288 0.1 -0.1 0.1
H 2.841 0.635 -6.356 0.0 0.1 -0.1
H 2.362 2.320 -6.560 0.0 0.0 0.0
H 1.562 1.302 -5.348 0.0 0.0 0.0
C -5.457 -5.115 -2.320 0.1 0.1 -0.1
C -5.604 -4.229 -1.094 -0.1 -0.1 -0.1
O -4.752 -3.095 -1.106 0.2 0.1 0.2
C -4.925 -2.190 -2.185 -0.1 0.0 -0.1
C -6.318 -1.588 -2.259 -0.1 0.0 0.1
H -4.423 -5.455 -2.423 -0.1 0.0 0.0
H -6.107 -5.988 -2.237 0.0 0.0 0.0
H -5.721 -4.589 -3.238 -0.1 0.0 0.0
H -5.333 -4.805 -0.207 0.1 0.2 0.0
H -6.645 -3.920 -0.957 0.0 0.0 -0.1
H -4.655 -2.672 -3.130 -0.1 0.0 0.0
H -4.200 -1.388 -2.031 0.0 -0.1 0.1
H -7.084 -2.348 -2.420 0.0 0.0 -0.1
H -6.378 -0.873 -3.081 0.0 0.0 0.0
H -6.560 -1.072 -1.328 0.0 0.0 0.0